1.
A molecular structure, C5H6N2O at a distorted geometry, computed with ωB97M-V with the def2-TZVPD basis set.

Output
- relative energy (zero: lowest compared OMol25 entry of this formula, charge and spin) (eV) = 6.657
- total energy (Ha) = -378.62629
- charge = 0
- LUMO (alpha / beta) (eV) = 0.10 / 0.10

Positions of all 14 atoms, in Å:
C (0.6753, -0.6071, 1.7157)
C (-0.0718, 0.1443, 0.6349)
C (-0.6281, -0.7101, -0.4340)
O (-1.4201, 1.7495, -0.1197)
N (-0.6055, 1.3142, 0.9710)
N (-1.5429, -1.2129, -1.0863)
C (0.7813, -0.0585, -1.1015)
C (1.5517, 0.2856, -1.9644)
H (-2.1452, 2.2458, 0.2892)
H (-1.3920, -1.3608, -2.0856)
H (1.4304, 0.0667, 2.1228)
H (-0.0229, -0.9169, 2.4943)
H (1.1800, -1.4906, 1.3214)
H (2.2100, 0.5509, -2.7578)

2.
A single C5H6N2O molecule, computed with ωB97M-V with the def2-TZVPD basis set.

Output
- relative energy (zero: lowest compared OMol25 entry of this formula, charge and spin) (eV) = 0.650
- total energy (Ha) = -378.84705
- charge = 0
- structure (SMILES) = [H]/N=C(/C)C(=O)CC#N
- LUMO (eV) = -0.45

Positions of all 14 atoms, in Å:
C (-1.2997, 0.4355, -0.2212)
C (0.6774, -1.5351, 0.7400)
C (0.1783, 0.7779, -0.3654)
C (1.1672, -0.2543, 0.1531)
N (2.4040, -0.0292, 0.0872)
C (-2.1601, 1.4534, -0.7737)
O (0.5845, 1.8012, -0.8518)
N (-2.8460, 2.2545, -1.2110)
H (2.6411, 0.8715, -0.3318)
H (-1.5317, 0.3130, 0.8413)
H (-1.5000, -0.5132, -0.7282)
H (1.5355, -2.1198, 1.0590)
H (0.0350, -1.3489, 1.5988)
H (0.1144, -2.1066, 0.0039)

3.
A single C5H6N2O molecule at a distorted geometry, computed with ωB97M-V with the def2-TZVPD basis set.

Output
- relative energy (zero: lowest compared OMol25 entry of this formula, charge and spin) (eV) = 6.323
- total energy (Ha) = -378.63859
- charge = 0
- structure (SMILES) = O=C[C@H]1[C@H]2CC=NN21
- LUMO (eV) = 0.19

Positions of all 14 atoms, in Å:
C (1.6050, 0.4827, 0.2121)
C (0.3145, 1.3083, -0.1641)
C (-0.8061, 0.5734, -0.4711)
C (-0.7103, -0.8728, -0.8396)
C (-0.2683, -1.3704, 0.5957)
H (1.8880, 0.8926, 1.4071)
H (0.0565, 2.3914, -0.3197)
H (-1.8937, 1.1287, -0.7679)
H (0.2682, -1.0171, -1.5344)
H (-1.7472, -0.9704, -1.1935)
H (-0.1679, -2.2784, 0.8940)
N (-0.0719, -0.4760, 1.5472)
N (-0.4972, 0.7955, 1.0097)
O (2.0304, -0.5875, -0.3755)

4.
A single C5H6N2O molecule at a distorted geometry, computed with ωB97M-V with the def2-TZVPD basis set.

Output
- relative energy (zero: lowest compared OMol25 entry of this formula, charge and spin) (eV) = 5.034
- total energy (Ha) = -378.68594
- charge = 0
- structure (SMILES) = CO/N=C1\C=CC=N1
- LUMO (eV) = -0.83

Positions of all 14 atoms, in Å:
C (1.5584, -2.1490, 1.0019)
C (0.2211, 0.7500, 0.0482)
C (-1.0199, 0.1545, -0.5959)
C (-1.7028, 1.1646, -1.1045)
C (-1.0476, 2.4953, -0.6771)
H (1.8085, -1.5738, 2.0430)
H (1.1287, -3.1819, 1.2477)
H (2.6094, -2.2390, 0.5483)
H (-1.0529, -0.8395, -0.7159)
H (-2.7329, 1.0042, -1.6111)
H (-1.8612, 3.4560, -0.5829)
N (1.2573, 0.0644, 0.3768)
N (0.0558, 2.1878, -0.0953)
O (0.7781, -1.2934, 0.1167)

5.
2 unconnected molecules or ions with the total composition C5H6N2O2S at a distorted geometry, computed with ωB97M-V with the def2-TZVPD basis set.

Output
- relative energy (zero: lowest compared OMol25 entry of this formula, charge and spin) (eV) = 6.296
- total energy (Ha) = -852.12134
- charge = 0
- LUMO (alpha / beta) (eV) = -0.64 / -0.64

Positions of all 16 atoms, in Å:
C (-0.5208, -0.2040, -1.2617)
C (0.2436, 0.1444, -2.4215)
C (0.0163, 0.0324, -0.0967)
C (-1.4670, -1.9394, 0.8531)
C (0.5638, 0.3093, 1.0921)
N (-2.2441, -1.6632, 1.6707)
N (0.0259, 1.3534, 1.8973)
O (1.5117, -0.5072, 1.7537)
O (2.0967, 1.1260, -3.8267)
S (1.6973, 0.9148, -2.4198)
H (-1.3715, -0.7568, -1.3538)
H (-0.2051, -0.3447, -3.3597)
H (2.1928, -0.8146, 1.1506)
H (-2.9664, -1.4917, 2.3343)
H (-0.3493, 2.2113, 1.4455)
H (0.7762, 1.6301, 2.5426)

6.
A single C5H6N2O3 molecule at a distorted geometry, computed with ωB97M-V with the def2-TZVPD basis set.

Output
- relative energy (zero: lowest compared OMol25 entry of this formula, charge and spin) (eV) = 6.447
- total energy (Ha) = -529.13383
- charge = 0
- LUMO (alpha / beta) (eV) = -1.33 / -1.33

Positions of all 16 atoms, in Å:
C (-0.9203, 1.1507, 0.0315)
C (-0.1675, 0.8660, -1.1588)
C (1.4879, -2.1276, -0.0808)
C (-0.7052, 0.3866, 1.1211)
C (0.3772, -1.2848, -0.4068)
N (0.5513, -0.2370, -1.2644)
N (-0.9513, -1.9180, -0.4087)
O (2.6225, -1.8272, -0.3881)
O (-1.1111, -2.9321, 0.1869)
O (-1.8151, -1.3345, -1.0073)
H (-1.5595, 2.0492, -0.0250)
H (-0.0455, 1.5305, -2.1026)
H (1.3679, -3.1078, 0.5011)
H (-1.2836, 0.6699, 1.9669)
H (-0.1815, -0.6280, 1.0525)
H (1.2179, -0.1576, -2.0175)